C53H137BeN10O16 | ωB97M-V with the def2-TZVPD basis set

Summary:
* DFT total energy: -105229.6168 eV
* LUMO level (spin up / spin down): 0.5109 / -1.0203 eV
* multiplicity: 2
* E_HOMO (spin up / spin down): -7.215 / -7.380 eV
* <S²>: 0.753
* largest force on an atom: 3.1 eV/Å

```
217
Properties=species:S:1:pos:R:3:forces:R:3:mulliken_charge:R:1
Be 2.13017 -2.36803 2.46017 -1.424 0.853 -1.954 0.977
C -1.69519 0.35573 1.10376 0.153 0.625 -0.298 0.223
C -0.54397 -0.52286 0.64810 1.268 -0.453 0.121 3.281
C 0.00798 -0.11695 -0.74187 -0.292 0.125 -0.129 -1.122
O 0.45259 -0.63762 1.64925 0.302 -0.844 -0.141 -1.362
H -1.37727 1.35828 1.38997 0.424 0.068 0.154 -0.109
H -2.24096 -0.04316 1.95882 -0.028 -0.236 -0.165 -0.191
H -2.33875 0.54215 0.24400 -0.456 -0.272 0.096 -0.680
H -0.98099 -1.48531 0.38196 -0.361 -0.718 0.368 -1.424
H 0.39297 0.90080 -0.80554 0.493 -0.010 0.268 0.309
H -0.73873 -0.15981 -1.53478 -0.674 0.183 0.219 -0.432
H 0.69770 -0.87396 -1.11515 0.673 0.219 0.419 0.185
C 1.40065 1.20157 9.15029 0.077 0.271 0.139 -0.831
O 2.26758 1.55030 8.09085 0.057 -0.235 0.509 -0.293
C 2.77078 2.84655 8.29495 1.502 0.718 -1.924 -0.490
C 3.65044 3.15764 7.03889 -1.396 0.379 0.260 -0.827
N 2.72592 3.52921 5.97088 0.442 -0.158 -0.407 -0.086
C 3.48048 3.86295 4.76864 -2.067 0.487 -1.478 -0.923
C 2.54668 4.44872 3.62842 0.833 -0.988 0.204 -0.790
O 1.78644 3.41966 2.97583 0.499 -0.227 1.611 -0.378
C 1.02403 3.88234 1.93918 -0.263 1.172 -1.858 -0.232
H 0.61014 1.95033 9.20052 -0.367 -0.075 0.130 0.288
H 1.95186 1.23339 10.09010 0.027 -0.060 0.257 0.364
H 0.97792 0.20362 9.03425 0.137 0.121 -0.366 0.244
H 3.39515 3.02089 9.17124 -0.148 -0.640 0.539 0.525
H 1.97125 3.58723 8.27884 -0.248 0.068 0.207 0.182
H 4.19487 2.26923 6.71887 0.512 -0.105 0.451 0.353
H 4.28892 4.03605 7.13296 0.344 -0.255 0.645 0.522
H 2.20815 2.67480 5.82252 -0.518 -0.083 -0.541 0.045
H 3.96230 3.02294 4.26832 0.464 -0.289 0.278 0.349
H 4.20146 4.63721 5.03098 0.112 -0.016 -0.154 0.523
H 3.18364 4.79835 2.81592 0.240 0.815 0.214 0.463
H 1.86858 5.20232 4.02889 0.060 0.224 -0.053 0.379
H 0.28922 3.21322 1.49148 0.184 -0.817 0.756 0.059
H 1.69482 4.11132 1.11112 0.102 0.427 -0.372 -0.110
H 0.45526 4.78398 2.16647 0.032 0.306 0.313 0.379
C 8.64872 0.90872 -1.63396 -0.074 0.110 -0.475 -1.088
O 7.50691 1.08044 -2.47075 0.499 0.763 1.113 0.044
C 7.76744 0.98406 -3.83349 -0.359 0.044 -1.460 -0.653
C 6.80149 1.89251 -4.61952 -0.569 -1.153 1.236 -0.856
N 5.40589 1.42214 -4.50104 0.802 0.305 -1.105 0.090
C 4.56733 2.04332 -5.54660 -1.512 -1.782 1.975 -1.107
C 3.07412 1.50444 -5.34645 0.488 1.288 -0.624 -0.242
O 2.40837 2.18810 -4.23652 -0.513 -1.047 -2.038 -0.393
C 0.98001 1.94922 -4.17414 0.269 0.336 0.099 -0.372
H 9.41438 1.67406 -1.76084 -0.158 0.510 -0.275 0.390
H 9.17669 -0.00902 -1.89298 -0.197 -0.477 0.326 0.379
H 8.32974 0.96551 -0.59322 -0.101 -0.363 -0.136 0.257
H 7.67547 -0.06614 -4.11046 -0.100 -0.176 -0.395 0.310
H 8.75322 1.31667 -4.15861 0.498 0.070 0.542 0.534
H 7.04429 1.91669 -5.68186 0.253 0.003 0.076 0.515
H 6.95403 2.86484 -4.15110 -0.102 0.529 -0.302 0.259
H 5.04532 1.62432 -3.57952 -0.125 0.150 0.199 -0.089
H 4.91062 1.69768 -6.52167 0.021 0.081 -0.021 0.569
H 4.63821 3.12809 -5.46679 -0.481 0.263 -0.338 0.379
H 2.94330 0.42311 -5.30487 0.809 -0.272 0.959 0.061
H 2.57929 1.62282 -6.31042 -0.547 1.111 -0.080 0.441
H 0.68888 2.28934 -3.18034 -0.091 -0.323 0.049 0.188
H 0.64420 0.93371 -4.38407 0.576 -0.455 0.437 -0.181
H 0.36399 2.50776 -4.87887 0.513 0.645 -0.383 0.389
C 7.19986 -5.11200 -1.12485 -1.136 0.151 0.702 -0.812
O 6.72280 -3.94566 -1.77699 -0.021 0.203 -0.412 -0.312
C 6.76360 -2.73142 -1.03903 0.826 1.086 -0.471 -0.873
C 6.01618 -1.61391 -1.75213 -0.091 -0.962 -1.165 -0.569
N 4.68276 -2.10018 -2.10504 0.843 0.055 0.667 0.083
C 3.96971 -1.12525 -2.85759 -2.429 -0.832 -0.606 -1.143
C 2.64453 -1.74800 -3.40766 0.660 1.305 0.565 1.810
O 2.85714 -2.66723 -4.44981 -0.926 -0.540 -0.064 -0.688
C 1.58891 -3.02290 -5.05005 0.820 0.150 -0.980 -0.278
H 7.32113 -5.96297 -1.79510 0.198 0.515 -0.499 0.267
H 6.37752 -5.41558 -0.47700 0.185 -0.266 0.589 0.276
H 8.09744 -4.97324 -0.52219 0.150 0.231 -0.142 0.331
H 7.79283 -2.37288 -1.05409 0.399 -0.183 0.617 0.566
H 6.38399 -2.73618 -0.01727 -0.009 -0.832 0.227 0.271
H 6.51351 -1.34586 -2.68427 0.450 -0.174 -0.238 -0.044
H 6.04054 -0.65662 -1.23146 -0.420 -0.287 0.602 0.528
H 4.84435 -2.91015 -2.68637 0.008 -0.163 -0.178 0.381
H 4.47930 -0.69692 -3.72070 0.418 -0.014 0.013 0.542
H 3.66981 -0.32120 -2.18553 0.023 0.249 -0.028 0.270
H 2.11452 -0.84873 -3.72154 -0.510 0.013 -0.635 -0.536
H 1.99313 -2.18785 -2.65247 0.201 -0.193 0.481 -0.556
H 0.82179 -3.51662 -4.45351 0.256 0.342 0.874 -0.156
H 1.76216 -3.73383 -5.85793 0.489 0.020 -0.022 0.354
H 1.19774 -2.12457 -5.52765 -0.394 0.125 0.136 0.145
C -0.78664 -0.23308 -7.26722 0.325 -0.902 0.897 -1.007
O -1.02543 -0.51794 -5.88389 -0.536 0.148 -1.039 0.194
C -2.41931 -0.40500 -5.59204 0.955 0.113 1.834 -1.130
C -2.53196 -0.79801 -4.11725 -0.858 -0.438 -0.135 0.619
N -2.22224 -2.22737 -3.96942 -0.574 0.487 -0.468 -0.333
C -1.99570 -2.62091 -2.57892 0.281 -0.086 -0.609 1.221
C -1.88572 -4.16879 -2.39150 -0.176 0.928 0.421 -0.589
O -0.72585 -4.67170 -2.96069 2.203 -0.471 -1.106 -0.227
C -0.32217 -6.01147 -2.65379 -1.043 0.402 0.085 -0.764
H 0.29037 -0.35471 -7.38282 0.006 0.542 -0.244 0.213
H -1.18642 0.74606 -7.53096 0.263 0.126 -0.140 0.347
H -1.23921 -1.00904 -7.88462 -0.284 0.033 -0.173 0.348
H -3.04150 -1.06795 -6.19325 0.060 -0.014 -0.248 0.324
H -2.71155 0.64142 -5.67981 -0.260 0.111 -0.323 0.476
H -3.54611 -0.56315 -3.79408 -0.292 -0.231 0.095 0.227
H -1.90203 -0.18618 -3.47153 0.450 0.358 -0.166 -0.527
H -1.38700 -2.28878 -4.53398 0.411 -0.754 0.229 0.313
H -2.79762 -2.18732 -1.98140 -0.397 -0.636 -0.024 -0.589
H -1.16513 -2.01832 -2.21131 0.760 -0.740 0.374 -0.424
H -2.71657 -4.66712 -2.89096 -0.552 0.147 0.390 0.531
H -1.80588 -4.39125 -1.32744 -0.749 0.008 0.286 -0.020
H -1.06330 -6.76276 -2.92654 -0.406 0.091 -0.435 0.356
H -0.22339 -6.17202 -1.58021 0.469 0.299 0.274 0.167
H 0.58444 -6.26129 -3.20493 0.052 0.394 0.187 0.263
C -6.97244 -7.34230 3.55983 0.267 -0.031 0.968 -0.740
O -5.78951 -6.77574 3.04275 -0.956 0.010 -1.274 -0.300
C -5.20518 -5.80255 3.87994 0.756 0.052 -1.100 -0.731
C -4.06508 -5.12740 3.04114 0.013 0.311 1.137 -0.685
N -4.56133 -4.06747 2.19912 -2.338 -0.296 0.093 -0.257
C -3.59360 -3.27634 1.46402 -0.575 -1.273 0.848 -0.399
C -4.28400 -2.39931 0.44442 -0.436 -0.185 0.323 0.669
O -4.90697 -3.24857 -0.49602 0.127 -0.386 -0.357 -0.426
C -5.51150 -2.56472 -1.58648 0.246 -1.007 0.335 -0.528
H -7.77915 -6.63895 3.76624 0.062 0.525 -0.206 0.307
H -6.70048 -7.76062 4.52893 -0.250 -0.423 0.288 0.297
H -7.40697 -8.12794 2.94172 0.565 0.085 -0.318 0.242
H -4.88878 -6.35737 4.76322 0.585 0.376 0.336 0.525
H -5.90641 -5.02118 4.17290 -0.210 0.064 0.007 0.329
H -3.52637 -5.86275 2.44351 0.151 -0.523 0.146 0.299
H -3.36262 -4.65583 3.72836 0.228 -0.190 0.251 0.391
H -5.17918 -4.53514 1.55133 -0.288 0.265 -0.373 0.313
H -2.99213 -4.04402 0.97719 0.989 0.581 -0.509 -0.074
H -3.10397 -2.76062 2.29009 0.741 0.552 -0.689 0.299
H -3.58577 -1.71305 -0.03476 0.187 0.094 -0.035 -0.945
H -5.08505 -1.83920 0.92680 0.103 0.443 0.305 0.659
H -6.38459 -1.99573 -1.26698 0.205 0.522 0.034 0.307
H -5.88295 -3.34356 -2.25246 0.087 0.009 -0.075 0.283
H -4.72979 -2.01232 -2.10790 -0.440 0.518 -0.153 0.055
C 3.43805 -5.15945 -1.26449 -0.478 0.395 0.923 -1.155
C 2.48228 -4.34442 -0.30974 1.005 -0.823 -0.682 1.918
C 1.93179 -5.23702 0.80884 0.296 0.207 -0.679 -1.238
O 0.95895 -4.54957 1.59664 1.685 -0.434 0.252 -0.448
C -0.32663 -4.37375 1.05695 -0.326 0.338 0.413 -0.110
N 3.20688 -3.19069 0.24283 -0.673 -0.186 1.003 -0.114
H 4.00676 -4.54502 -1.96246 -0.560 0.169 -0.042 0.256
H 2.88016 -5.92131 -1.80895 0.172 -0.137 0.059 0.320
H 4.22677 -5.58119 -0.64148 -0.112 -0.544 0.092 0.208
H 1.69857 -3.91278 -0.93229 -0.335 -0.140 0.127 -0.622
H 2.77708 -5.60148 1.39257 0.187 0.944 0.902 0.345
H 1.65944 -6.24074 0.48254 -1.214 0.152 -0.669 0.344
H -0.37312 -3.77871 0.14488 0.337 0.099 -0.102 0.025
H -0.81977 -3.81175 1.85010 -0.375 -0.096 -0.276 0.087
H -0.82939 -5.32470 0.88082 -0.014 -0.193 0.084 0.356
H 3.62438 -2.80272 -0.59100 0.137 1.413 -0.497 -0.412
H 4.04611 -3.46537 0.73306 0.157 -0.664 0.390 0.364
C 4.98846 4.11196 -1.78847 -0.243 0.015 -0.281 -1.465
C 3.58036 3.83241 -1.30112 0.545 0.206 1.412 0.512
C 2.55510 4.83255 -1.77066 0.624 0.521 0.150 -0.644
O 2.93278 6.10992 -1.29154 -0.128 0.705 0.326 -0.370
C 1.96966 7.14332 -1.49734 -0.238 -1.334 -0.729 -0.843
N 3.18124 2.46431 -1.57673 0.219 0.230 -0.002 0.080
H 5.42698 4.99612 -1.32581 -0.161 0.010 0.027 0.488
H 4.94819 4.29738 -2.86182 0.395 -0.245 -0.278 0.155
H 5.57835 3.23576 -1.51939 0.238 0.060 -0.345 0.280
H 3.68233 3.95358 -0.22268 -0.401 -0.127 0.332 0.143
H 1.58224 4.54375 -1.37287 -0.367 0.037 -0.132 0.461
H 2.58167 4.81836 -2.86024 -0.468 0.055 -0.383 0.641
H 2.25736 8.05737 -0.97790 0.011 -0.276 -0.068 0.265
H 0.97716 6.77847 -1.23287 -0.179 0.136 0.875 0.312
H 1.80370 7.29120 -2.56444 0.549 0.536 -0.359 0.335
H 2.36692 2.23472 -1.02512 -0.123 -0.182 0.173 0.029
H 2.89979 2.44403 -2.54651 0.002 -0.450 -0.188 -0.060
C -5.78216 2.09562 -5.48717 0.234 0.502 0.415 -1.328
C -6.36104 2.56712 -4.13948 0.233 -1.392 0.675 0.674
C -5.33171 2.68299 -2.95003 -2.158 -0.292 -1.167 -0.850
O -5.14602 1.34984 -2.53986 1.286 -0.223 0.462 -0.107
C -4.36676 1.23544 -1.35939 0.583 0.192 -0.032 -0.691
N -7.09752 3.77263 -4.27792 -0.234 1.616 -0.680 -0.670
H -5.42850 1.06537 -5.44717 0.255 0.135 0.257 0.167
H -4.98762 2.78037 -5.78371 0.263 -0.132 -0.108 0.333
H -6.50873 2.10733 -6.29961 -0.344 0.147 0.178 0.477
H -7.01432 1.76002 -3.80792 -0.138 -0.297 0.129 0.132
H -5.84893 3.19369 -2.13776 -0.033 0.407 0.100 0.335
H -4.49188 3.30377 -3.26217 0.678 -0.466 0.129 0.346
H -4.76253 1.78720 -0.50673 -0.591 -0.064 0.077 0.449
H -3.36391 1.64886 -1.46652 0.260 0.144 -0.474 0.366
H -4.20657 0.19289 -1.08457 -0.476 -0.028 -0.194 0.016
H -7.81764 3.94814 -3.59183 0.169 -0.258 0.169 0.229
H -7.51812 3.86839 -5.19117 0.023 -0.018 0.001 0.215
C -4.93838 1.14352 3.27947 -1.572 0.166 -0.315 -0.981
C -5.30869 2.19704 4.30605 0.800 -0.142 1.105 0.597
C -6.81606 2.33691 4.60946 0.276 0.817 -0.532 -0.897
O -7.39671 2.81354 3.38931 -1.258 -0.668 -0.250 -0.267
C -8.84585 2.89556 3.38120 1.233 -0.988 0.066 -0.796
N -4.51296 1.87168 5.54410 -1.216 0.698 -0.883 -0.724
H -5.53777 0.27079 3.53861 0.388 -0.468 -0.155 0.367
H -3.87746 0.90978 3.19037 -0.087 0.153 0.304 0.005
H -5.31719 1.50970 2.32526 0.151 -0.225 -0.275 0.273
H -5.03854 3.16762 3.89002 0.188 0.298 0.083 0.271
H -7.02141 3.12921 5.32931 0.503 0.229 0.500 0.441
H -7.27954 1.46313 5.06748 -0.065 -0.581 -0.594 0.395
H -9.17785 3.05285 2.35498 0.251 0.829 0.132 0.266
H -9.19058 3.60493 4.13357 -0.169 0.286 -0.279 0.278
H -9.29974 1.92589 3.58572 0.145 -0.292 0.514 0.326
H -3.54967 2.00559 5.27167 0.269 -0.064 0.091 0.061
H -4.67350 2.63962 6.18018 -0.016 0.108 0.479 0.263
C -1.31422 0.52755 5.15573 -0.806 -0.464 0.243 -1.639
C -0.67479 1.69620 4.44147 -0.527 0.374 1.624 1.772
C -0.44277 2.85393 5.47649 -0.562 -1.722 -0.813 -0.617
O -1.68343 3.21678 6.05240 -0.694 0.234 -0.241 -0.244
C -1.60067 4.38747 6.85035 0.852 -0.621 -0.675 -0.708
N 0.59241 1.27193 3.96633 1.083 0.013 -0.106 -0.378
H -2.25051 0.74174 5.67107 0.061 0.183 -0.111 0.564
H -0.65250 0.12041 5.92024 0.308 0.025 -0.122 0.306
H -1.54406 -0.26315 4.44155 0.159 -0.176 -0.086 0.030
H -1.32005 2.01954 3.62465 -0.468 0.426 -0.066 -0.005
H 0.11777 3.64171 4.97322 -0.242 0.537 0.227 0.545
H 0.17316 2.39263 6.24846 0.344 0.199 0.218 -0.141
H -0.74047 4.22193 7.49899 0.092 0.553 0.395 0.115
H -2.49436 4.57346 7.44604 -0.093 -0.332 -0.245 0.246
H -1.41370 5.20998 6.15998 0.066 0.483 0.320 0.345
H 0.49573 0.60692 3.21234 -0.162 -0.704 -0.268 -0.128
H 1.04825 2.06302 3.53449 0.188 -0.280 0.270 0.596
```
Positions in Å, forces in eV/Å.